The following is a quantum chemistry calculation of an isolated ion of composition C3H10NSi and charge +1, from the Open Molecules 2025 dataset.

Values from the calculation:
Calculated total energy, Eh: -464.1938
Kohn-Sham gap, eV: 10.92
Lowest unoccupied orbital energy, eV: -3.7
SMILES: C=C[C@@H]([NH3+])[SiH3]
Total charge: +1

Last column: Löwdin charge in e.
Geometry (Å):
1 H -1.62917 1.02732 -0.06737  0.12
2 H -0.01016 1.61639 1.41743  0.11
3 H 2.18707 2.09103 0.73294  0.09
4 H 2.38015 0.39988 -0.14823  0.07
5 H 1.35242 -2.06858 -0.78287  -0.07
6 H -2.22944 -0.52310 -0.56971  0.19
7 H -2.22791 0.19164 1.13553  0.15
8 H -0.20040 -1.03505 1.30372  0.14
9 C -0.38433 -0.35367 0.40721  -0.42
10 H -0.97081 -1.90606 -1.34757  -0.05
11 H 0.80339 -0.39305 -2.32309  -0.05
12 Si 0.34203 -1.20995 -1.19922  0.75
13 N -1.80324 0.11205 0.23974  0.16
14 C 1.77091 1.15013 0.35085  -0.01
15 C 0.61950 0.90100 0.85065  -0.18